Version A
A molecular structure, C3H7I2NS, computed with ωB97M-V/def2-TZVPD.

```
! wB97M-V def2-TZVPD RIJCOSX def2/J DEFGRID3
* xyz 0 1
C 1.55 -0.40 -0.82
C -1.20 -0.19 0.45
C 0.89 0.92 -0.61
N -0.78 0.86 -0.44
S -1.60 2.30 -0.44
I 1.20 2.23 -2.28
I 1.66 1.84 1.23
H 2.62 -0.24 -0.94
H 1.17 -0.89 -1.72
H 1.41 -1.05 0.04
H -0.93 0.01 1.50
H -2.29 -0.27 0.38
H -0.77 -1.14 0.14
H -1.47 2.69 0.85
*
```

***

Version B
A molecular structure, C3H7I2NS, computed with ωB97M-V/def2-TZVPD.

```
! wB97M-V def2-TZVPD RIJCOSX def2/J DEFGRID3
* xyz 0 1
C 0.91 0.05 1.98
C -0.74 -0.40 -2.29
C 1.40 0.13 0.56
N -0.71 -1.14 -1.09
S 0.05 -2.55 -1.01
I 2.68 -1.40 0.03
I 1.72 2.01 -0.30
H 1.83 0.17 2.68
H 0.37 -0.88 2.22
H 0.43 1.05 2.27
H 0.05 -0.59 -3.05
H -1.77 -0.45 -2.91
H -0.72 0.69 -1.93
H 0.53 -2.93 -2.34
*
```

***

version A wins, 3.300 eV ahead of the next structure.

***

Version A
3 unconnected molecules or ions with the total composition C4H15NO2, computed with ωB97M-V/def2-TZVPD.

```
! wB97M-V def2-TZVPD RIJCOSX def2/J DEFGRID3
* xyz 0 1
C 1.28 -0.91 -1.55
C 2.10 -0.77 -0.25
C 1.27 -1.01 1.03
C -0.04 -0.23 1.08
N -0.08 1.22 1.01
H 1.82 -0.66 -2.47
H 0.43 -0.23 -1.45
H 0.85 -1.90 -1.69
H 2.93 -1.47 -0.32
H 2.47 0.26 -0.23
H 0.94 -2.06 0.99
H 1.92 -0.90 1.89
H -0.59 -0.55 1.97
H -0.74 -0.65 0.35
H 0.54 1.70 0.38
H -0.02 1.66 1.91
O -2.59 2.36 0.24
H -2.37 3.17 -0.22
H -1.69 2.03 0.49
O -2.71 -0.71 -0.89
H -2.24 0.14 -0.86
H -3.49 -0.50 -1.42
*
```

* structure (SMILES): CCCCN.O.O

***

Version B
3 unconnected molecules or ions with the total composition C4H15NO2, computed with ωB97M-V/def2-TZVPD.

```
! wB97M-V def2-TZVPD RIJCOSX def2/J DEFGRID3
* xyz 0 1
C 0.51 -2.17 -0.16
C -0.08 -0.78 -0.73
N 0.55 0.34 -0.07
C 0.36 1.61 -0.98
C -0.15 0.52 1.34
H -0.09 -2.88 -0.64
H 1.58 -2.19 -0.42
H 0.42 -2.18 0.94
H -1.22 -0.71 -0.54
H -0.05 -0.77 -1.75
H -0.65 1.89 -1.26
H 1.10 1.52 -1.80
H 0.65 2.46 -0.41
H -1.26 0.55 1.25
H 0.17 -0.25 2.03
H 0.25 1.32 1.85
O -3.49 0.72 -0.73
H -4.34 0.62 -0.15
H -3.76 0.69 -1.65
O 3.35 0.20 1.45
H 3.48 -0.70 1.76
H 2.67 0.19 0.66
*
```

* structure (SMILES): CCN(C)C.O.O

***

version A wins, 1.646 eV ahead of the next structure.